[1]
{"formula": "C17H31BCrF4N5O3P2S3", "method": "ωB97M-V with the def2-TZVPD basis set", "max_force_ev_per_a": 1.0, "multiplicity": 5, "e_homo_ev": [-3.5, -3.9], "lumo_energy_ev": [2.1, 2.1], "charge": -1, "species": ["H", "C", "C", "H", "H", "C", "H", "P", "H", "H", "F", "C", "F", "C", "S", "H", "H", "S", "C", "N", "O", "H", "H", "H", "H", "H", "H", "C", "H", "H", "F", "H", "N", "P", "H", "N", "N", "H", "C", "H", "H", "C", "C", "C", "Cr", "H", "C", "O", "C", "H", "O", "H", "S", "H", "H", "C", "C", "H", "B", "C", "F", "N", "C", "H", "H", "H", "H"], "coordinates": [[-5.1962, -1.7426, -0.4089], [5.6692, 4.3944, -0.9559], [2.0791, -2.7065, -0.3942], [-4.1073, -2.7317, -2.5206], [-1.8845, 1.6861, -3.9229], [4.7220, 1.7572, -0.9477], [1.8007, -2.5375, -1.4233], [-1.9993, -2.0235, -0.1255], [-5.2526, -3.4008, 0.2182], [0.9893, 0.3386, -2.1461], [0.2228, 0.9941, 4.0276], [6.0811, 2.0375, -1.0990], [2.4417, 1.3850, 4.5080], [-2.1703, 1.1169, -3.0375], [2.4360, -4.2534, 0.1987], [2.6372, -1.5835, 2.5700], [-4.4297, -2.1432, 1.1445], [4.1821, 0.0703, -0.9727], [-4.6290, -2.5070, 0.1376], [2.1673, -1.7577, 0.4889], [-0.0901, 0.5416, 0.2355], [-2.9148, -0.1737, 1.8873], [-2.4954, -1.1263, 3.3133], [-1.4426, -3.4046, 2.9990], [-2.5514, -3.5613, -2.2993], [-0.0792, -2.4139, 2.4509], [-1.7300, 3.8879, -0.6781], [2.7283, -3.5932, 1.7523], [6.7660, 1.2038, -1.2066], [0.4169, 0.9653, -3.6718], [1.8307, 0.6195, 2.4120], [-1.9332, 3.7499, 1.0863], [-3.3832, -2.8300, -0.5303], [-1.3161, 0.7447, -0.5616], [3.0168, -4.2089, 2.5873], [-1.0171, 0.9981, -2.1573], [-2.2364, 1.9578, 0.0489], [-0.4795, 3.1113, 0.3170], [3.8170, 2.8270, -0.7896], [-0.6938, -3.7200, 1.4208], [-4.0580, -4.3503, -1.7994], [4.3162, 4.1312, -0.7982], [-3.6840, 2.0477, -0.0439], [-1.5535, 3.2496, 0.1942], [2.0774, 0.2702, 0.0886], [-4.0011, 2.7141, -0.8550], [-0.9769, -2.9413, 2.1268], [-2.3758, -0.4805, -0.4958], [2.5385, -2.2554, 1.7297], [-2.5385, 0.1347, -3.3588], [-0.8523, -2.5273, -0.8998], [-4.1231, 1.0660, -0.2017], [2.0854, 2.5572, -0.5858], [-1.2343, -0.2225, 2.4654], [6.0248, 5.4184, -0.9490], [-3.5317, -3.3942, -1.8620], [0.1300, 0.3629, -2.8091], [-2.9843, 1.6455, -2.5473], [1.5473, 0.5794, 3.8234], [6.5599, 3.3397, -1.1065], [1.6828, -0.7812, 4.2196], [-1.9218, -2.0029, 1.5092], [-2.1469, -0.8032, 2.3302], [3.6154, 4.9477, -0.6674], [-4.0797, 2.4555, 0.8895], [-0.1103, -0.6556, -3.1363], [7.6222, 3.5272, -1.2158]], "atomic_forces_ev_per_a": [[-0.005, 0.010, 0.000], [-0.053, -0.011, 0.004], [-0.075, 0.056, -0.198], [0.001, 0.013, -0.006], [0.006, 0.009, -0.015], [-0.079, -0.011, -0.095], [-0.013, 0.006, 0.057], [-0.058, 0.063, -0.214], [0.003, -0.011, -0.021], [0.029, 0.060, 0.019], [0.087, -0.064, -0.058], [-0.012, 0.009, -0.033], [-0.052, -0.093, -0.054], [0.089, 0.029, -0.005], [0.008, -0.210, -0.020], [-0.038, -0.032, -0.082], [0.011, -0.013, -0.019], [0.047, 0.076, 0.160], [0.016, -0.010, -0.011], [0.039, -0.556, 0.574], [0.044, -0.523, -0.261], [-0.006, 0.012, -0.011], [-0.003, -0.013, -0.003], [-0.003, -0.012, 0.018], [0.021, -0.001, 0.026], [0.052, 0.018, 0.018], [0.007, 0.000, -0.002], [-0.006, -0.008, 0.024], [-0.009, 0.018, 0.000], [-0.014, 0.010, -0.001], [0.034, -0.010, 0.013], [-0.015, -0.002, 0.015], [-0.029, -0.143, 0.044], [0.054, 0.235, 0.215], [-0.004, 0.034, -0.007], [0.034, -0.135, -0.096], [-0.084, 0.146, -0.268], [-0.017, -0.045, -0.022], [0.030, -0.034, -0.064], [0.005, 0.008, -0.018], [-0.010, 0.007, 0.008], [0.034, 0.000, -0.029], [0.125, 0.006, 0.105], [-0.080, -0.078, 0.059], [-0.233, 1.000, -0.004], [0.010, 0.006, -0.022], [-0.149, 0.028, 0.031], [0.135, 0.009, 0.112], [0.052, 0.057, -0.202], [0.000, -0.007, -0.006], [-0.098, 0.001, 0.109], [0.014, -0.008, -0.010], [0.169, 0.023, 0.043], [0.053, 0.036, -0.004], [-0.002, -0.001, -0.001], [-0.032, 0.078, 0.034], [-0.086, -0.040, -0.046], [-0.022, 0.027, 0.043], [-0.136, -0.117, 0.023], [-0.017, -0.036, 0.018], [-0.047, 0.180, 0.066], [0.345, 0.152, 0.031], [-0.040, -0.196, 0.009], [0.002, -0.005, 0.001], [0.006, 0.004, 0.024], [-0.022, 0.008, 0.012], [-0.013, -0.011, -0.008]], "mulliken_charge": [0.244, -0.562, -0.211, 0.304, 0.347, 0.419, 0.315, 0.500, 0.370, -0.179, -0.395, -0.747, -0.358, -0.908, -0.199, 0.473, 0.214, -0.680, -0.906, 0.746, 0.652, 0.220, 0.456, 0.369, 0.273, 0.121, 0.258, 0.017, 0.359, 0.330, 0.160, 0.346, 0.123, -1.584, 0.453, 0.508, 0.673, 0.103, 0.568, 0.349, 0.350, -0.700, -1.035, -0.931, 1.066, 0.365, -0.842, 0.181, -1.448, 0.250, -0.955, 0.208, -0.688, 0.213, 0.315, -1.067, -0.334, 0.232, 0.355, -0.457, -0.458, 0.464, -0.902, 0.379, 0.337, 0.235, 0.326]}

[2]
{"formula": "C17H31Cl3F6NO17PS2", "method": "ωB97M-V with the def2-TZVPD basis set", "max_force_ev_per_a": 5.4, "multiplicity": 2, "e_homo_ev": [-2.0, -8.7], "lumo_energy_ev": [1.8, 1.8], "charge": -1, "species": ["H", "H", "H", "S", "H", "O", "H", "H", "F", "Cl", "F", "O", "H", "O", "H", "C", "C", "O", "F", "H", "H", "C", "C", "H", "C", "H", "C", "O", "C", "H", "H", "O", "O", "H", "H", "C", "H", "H", "F", "H", "C", "F", "N", "O", "O", "C", "F", "O", "H", "S", "O", "C", "H", "O", "Cl", "O", "C", "C", "H", "H", "H", "H", "H", "O", "H", "H", "H", "H", "O", "C", "Cl", "O", "C", "P", "O", "C", "H", "C"], "coordinates": [[-0.5938, 1.8008, 0.6748], [-2.5447, 2.0647, -2.9602], [-1.1064, 0.3196, -3.5455], [5.8912, -2.3812, 2.7671], [-4.3828, -0.8071, -1.0179], [5.9141, -3.9063, 2.1324], [-5.3203, -2.2023, -0.5817], [-1.6310, 5.1151, 2.9802], [1.3126, -2.0771, -0.3623], [-1.9578, -4.1301, 2.0889], [-0.8969, -2.1414, 0.0435], [4.7656, -1.9161, 1.6538], [0.0919, 3.7605, 2.0953], [-4.0060, 1.6667, -4.4115], [1.9147, 1.3869, 0.2401], [4.2402, -2.9202, 0.8702], [-1.9000, 4.2018, 2.4497], [4.3985, 3.7809, -1.9559], [-0.0217, -1.8913, -2.1060], [-2.1521, 2.3859, 0.4240], [-2.3848, -0.6952, -4.2147], [-0.8231, 3.7592, 1.5030], [-5.2658, 1.0912, 1.6264], [2.5434, 2.2830, 1.5786], [5.0006, 1.4165, 1.6386], [-3.6668, 0.7145, -2.6232], [-4.6441, -0.9280, 1.0364], [3.0595, 3.1596, -0.2036], [-3.4642, -0.2590, 1.6725], [3.3147, -3.2541, 1.3394], [-2.8625, 4.3600, 1.9633], [-1.8747, 0.9612, -5.3300], [-5.6683, 0.0037, 0.9417], [-1.3082, -4.4315, -1.9106], [0.2147, -3.7381, -1.7097], [-0.5117, 4.5788, -0.6075], [6.1833, -3.6669, 0.2156], [0.0119, -5.0704, -2.6862], [-1.2854, -0.2062, -1.0320], [-0.0297, -5.2472, -1.1502], [-3.0911, 1.2271, -3.3939], [0.9290, 0.0421, -1.4762], [-0.3115, -4.5868, -1.8606], [-3.0022, 3.0497, -6.3893], [7.1692, -1.6535, 2.6087], [5.3465, -3.9525, 0.8530], [0.1291, -0.2385, 0.6304], [-5.9066, 2.1393, 1.7382], [-1.9832, 3.4583, 3.2424], [-3.2543, 1.6446, -5.9160], [-0.6566, 4.9033, 0.6842], [2.7563, 2.0087, 0.5454], [6.0097, 1.1675, 1.3103], [-3.9719, 0.7044, -6.7930], [0.7065, -3.8291, 3.1716], [5.2913, -2.3968, 4.1072], [-4.4676, -1.5977, -0.2724], [-2.0710, 0.3360, -4.0529], [3.7588, 0.1239, 0.3633], [5.0476, -4.9703, 0.6022], [-2.9677, -0.9586, 2.3450], [3.9582, -2.4998, -0.0951], [-4.9187, -1.6544, 1.8014], [-0.4567, 5.3835, -1.5576], [-0.6845, -2.1632, 2.2690], [4.7139, 0.7896, 2.4830], [-2.8178, 0.0549, 0.8529], [5.0552, 2.4942, 1.7927], [-0.6557, 3.2621, -0.7502], [4.0187, 2.9424, -1.0944], [-1.3673, -2.4345, 4.5570], [4.5869, 1.7401, -0.7826], [4.0610, 1.1706, 0.3986], [0.0560, -1.0962, -0.7070], [-4.0520, 0.8607, 2.2199], [-0.8539, -3.0030, 2.9429], [-3.5345, -2.1463, -0.4005], [-1.1226, 2.7369, 0.4954]], "atomic_forces_ev_per_a": [[0.230, 0.147, -0.037], [-0.313, 0.293, -0.006], [-0.156, 0.203, -0.013], [-0.085, 0.283, 0.567], [-0.052, 0.166, -0.178], [0.638, 0.782, 2.653], [0.060, -0.095, 0.287], [0.244, 0.098, -0.332], [0.260, 1.059, 0.510], [0.044, 0.573, 0.722], [-0.420, -0.793, -0.044], [1.926, 2.497, 2.116], [0.322, -1.149, -0.242], [0.798, -0.078, -1.740], [-0.207, 0.690, -0.841], [-0.870, -1.142, -0.549], [-0.563, -0.750, 1.044], [-1.438, -3.913, 3.358], [-0.889, -0.004, -0.405], [-0.371, 0.763, -0.091], [-0.241, 0.012, 0.031], [-0.265, 2.753, 1.203], [-1.715, 2.839, 0.753], [0.279, 0.262, -0.002], [0.148, -0.128, -2.258], [-0.005, 0.076, -0.138], [0.051, -3.293, 0.977], [-1.477, 1.040, -0.372], [0.604, -0.583, -2.442], [0.000, -0.436, 0.004], [0.041, -0.177, -0.036], [-0.845, 1.012, -1.406], [-0.193, 1.898, 0.317], [-1.194, 0.123, 0.138], [0.240, 0.777, -0.126], [-1.052, 2.832, -3.003], [-0.371, 0.106, -0.728], [0.235, -0.183, -1.300], [-0.255, -0.398, -0.867], [-0.187, -0.796, 1.328], [0.182, 0.034, 0.555], [0.364, -0.672, 0.577], [0.912, -0.223, -0.014], [-0.586, -4.516, 1.544], [-3.199, -1.920, -0.175], [0.460, 0.039, -1.309], [1.214, -0.146, 1.321], [1.953, -3.043, -0.270], [-0.422, -0.212, -0.002], [-0.274, 1.362, -0.317], [0.816, 1.736, -1.353], [0.607, -1.388, 0.936], [0.113, -0.398, 0.227], [1.542, 2.015, 1.926], [-0.030, 0.115, -0.183], [1.194, -0.209, -2.880], [0.489, 0.222, -1.447], [0.023, -0.403, -0.369], [0.581, -0.020, -0.803], [-0.126, 0.107, 0.339], [0.025, 0.594, 0.329], [0.323, -0.103, -0.080], [-0.677, -0.391, -0.083], [0.387, -2.517, 3.228], [-0.153, -0.077, 0.313], [-0.075, 0.404, 0.038], [0.712, 0.030, 0.248], [-0.350, -0.034, 0.591], [-0.044, -0.457, -0.012], [1.841, 2.413, -1.874], [-0.399, -0.142, -0.738], [0.947, -0.154, -1.497], [-1.031, 1.253, 2.501], [-0.297, 1.233, -1.099], [-1.050, 1.861, 1.031], [0.535, -0.484, -0.108], [-0.068, -0.255, 0.478], [0.605, -3.020, -0.421]], "mulliken_charge": [-0.598, 0.320, 0.001, 1.013, 0.015, -0.333, 0.368, 0.390, -0.331, -0.170, -0.081, -0.161, 0.220, -0.412, -0.502, 0.038, -1.626, -0.628, -0.212, -0.170, 0.225, 0.663, 0.559, 0.385, -1.470, -0.124, 0.244, -0.322, 1.316, 0.039, 0.381, -0.360, -0.347, 0.609, 0.186, 0.605, 0.312, 1.310, -0.455, 0.687, 0.276, -0.378, -3.014, -0.531, -0.523, -0.461, -0.425, -0.595, 0.373, 1.027, -0.372, 0.108, 0.399, -0.534, -0.140, -0.539, -1.022, -0.017, -0.305, 0.352, -0.243, 0.218, 0.216, -0.651, -0.645, 0.302, -0.460, 0.405, -0.262, 0.616, -0.158, -0.356, 1.324, 1.549, -0.366, 0.897, 0.263, 1.094]}